108
Properties=species:S:1:pos:R:3:forces:R:3:mulliken_charge:R:1 method="wB97M-V/def2-TZVPD" spin_multiplicity=2 homo_ev="-15.33 / -15.33" homo_lumo_gap_ev="6.5504 / 5.1277" lumo_ev="-8.7770 / -10.1996" total_charge=+3
Ir 0.1194 0.2060 -0.0608 0.0 -0.4 1.6 5.466
C -0.5304 2.8570 3.0933 0.1 -0.1 0.0 -1.189
C 0.9044 2.4016 2.8556 -0.2 -0.3 -0.2 0.339
C 1.3763 2.7988 1.4601 0.1 -0.1 0.3 -0.496
C 1.0742 0.8835 3.0360 0.5 0.4 0.2 -0.375
C 0.8935 0.4067 4.4894 0.4 0.4 -0.1 -0.747
O -0.1002 -0.6117 4.3909 -0.3 -0.3 -0.1 -0.468
C -0.4729 -0.7330 3.1220 0.2 0.1 -0.3 0.390
N 0.0992 0.0742 2.2943 -0.3 -0.1 -2.1 -0.332
C -1.4270 -1.8224 2.8763 -0.2 -0.4 0.2 -0.342
C -1.9164 -2.4551 4.0295 0.0 0.1 0.0 -0.813
C -2.7384 -3.5638 3.9616 0.0 0.0 -0.1 -0.863
C -3.1096 -4.0655 2.7251 0.0 0.0 0.1 -0.842
C -2.6574 -3.4426 1.5768 0.0 0.1 -0.1 -1.074
C -1.8149 -2.3310 1.6282 0.3 0.3 0.0 1.109
P -1.4074 -1.7073 -0.0361 1.3 0.6 -0.4 0.541
C -3.0772 -1.4495 -0.7064 0.4 0.5 -0.1 1.284
C -3.8551 -0.4761 -0.0775 0.0 0.0 0.1 -0.930
C -5.1635 -0.2701 -0.4728 0.0 0.0 0.0 -0.688
C -5.7052 -1.0319 -1.5007 0.1 0.0 0.0 -0.744
C -4.9341 -1.9989 -2.1269 -0.1 0.0 0.0 -0.808
C -3.6222 -2.2131 -1.7372 0.2 0.0 0.1 -0.405
C -0.6942 -3.1053 -0.9462 0.1 0.3 0.0 1.232
C -0.5684 -2.9808 -2.3323 0.0 0.1 0.1 -1.311
C -0.0381 -4.0166 -3.0797 0.1 0.0 0.0 -1.181
C 0.4126 -5.1682 -2.4483 0.0 0.0 0.1 -0.907
C 0.3241 -5.2800 -1.0694 0.0 -0.1 0.0 -0.766
C -0.2273 -4.2565 -0.3162 -0.2 0.1 0.0 -1.176
H -0.5869 3.9422 3.0149 -0.1 0.0 0.1 0.564
H -0.8875 2.5680 4.0795 -0.1 0.1 0.1 0.406
H -1.1779 2.3987 2.3465 0.0 0.0 0.0 -0.295
H 1.5584 2.8783 3.5924 0.0 0.0 0.0 0.534
H 0.7869 2.2469 0.7037 0.0 0.3 -0.1 -0.549
H 2.4267 2.5533 1.3395 0.1 -0.1 -0.1 -0.189
H 1.2530 3.8659 1.2851 -0.1 0.0 -0.1 0.590
H 2.0685 0.6064 2.6631 -0.1 0.0 0.1 0.371
H 0.5316 1.1828 5.1667 0.0 0.0 -0.1 0.397
H 1.7966 -0.0304 4.9175 -0.1 0.0 -0.1 0.326
H -1.6402 -2.0630 4.9959 0.0 0.0 0.0 0.583
H -3.0790 -4.0353 4.8714 0.0 0.0 0.0 0.463
H -3.7496 -4.9315 2.6507 0.0 -0.1 0.0 0.511
H -2.9552 -3.8333 0.6124 -0.1 0.0 0.0 0.523
H -3.4266 0.1045 0.7305 0.0 0.0 0.0 0.303
H -5.7712 0.4723 0.0263 0.0 0.0 0.0 0.474
H -6.7282 -0.8751 -1.8086 -0.1 0.0 0.0 0.452
H -5.3577 -2.6029 -2.9156 0.0 0.0 0.0 0.495
H -3.0480 -2.9916 -2.2183 0.0 0.0 0.0 0.534
H -0.9079 -2.0766 -2.8218 -0.1 0.0 -0.1 1.216
H 0.0146 -3.9359 -4.1562 0.0 0.0 -0.1 0.612
H 0.8358 -5.9742 -3.0300 0.0 -0.1 0.0 0.482
H 0.6743 -6.1748 -0.5769 0.0 -0.1 0.0 0.523
H -0.3162 -4.3705 0.7549 0.0 0.0 0.1 0.527
N 1.0061 -1.6397 -10.9386 0.1 -0.1 -0.3 -0.397
C 0.8435 -1.2822 -9.8632 0.0 -0.1 -0.2 -0.087
C 0.6396 -0.8497 -8.5231 -0.1 0.2 0.4 0.440
C 1.1516 -1.5959 -7.4638 -0.1 0.1 -0.1 -1.216
C 0.9517 -1.1744 -6.1640 -0.1 0.1 0.2 -0.116
C 0.2526 0.0012 -5.9050 0.2 -0.3 -0.9 1.788
C -0.2563 0.7444 -6.9668 0.0 0.0 0.3 -0.602
C -0.0732 0.3212 -8.2689 0.1 -0.2 0.1 -1.169
N 0.0561 0.4455 -4.5702 0.0 0.2 0.7 0.432
C -0.7668 1.4730 -4.1798 -0.1 0.2 0.3 -0.572
C -0.6372 1.5853 -2.8334 -0.3 0.3 -0.3 -0.993
N 0.2392 0.6376 -2.3791 -0.4 -0.4 2.0 -0.435
C 0.6381 -0.0251 -3.4491 0.4 -0.4 0.0 -1.128
H 1.7016 -2.5037 -7.6626 0.0 0.0 0.0 0.468
H 1.3421 -1.7742 -5.3559 0.0 -0.1 0.1 0.321
H -0.7923 1.6651 -6.8014 0.0 0.1 0.0 0.339
H -0.4777 0.8969 -9.0867 0.0 0.0 -0.1 0.480
H -1.3840 2.0279 -4.8547 0.0 0.1 -0.1 0.434
H -1.0988 2.2868 -2.1681 0.0 -0.1 0.0 0.048
H 1.3447 -0.8315 -3.4300 0.1 -0.2 0.0 0.829
C 4.8482 2.4699 0.3228 0.0 0.8 0.1 -1.014
N 4.8899 1.2721 -0.4506 0.1 -0.1 0.2 0.480
C 6.1195 0.5486 -0.4612 0.8 -0.2 0.0 -0.893
C 3.7176 0.7510 -1.0951 -1.1 -0.5 -0.6 -1.220
C 3.2852 -0.6332 -0.5929 -0.2 0.4 0.0 0.095
C 4.1226 -1.7204 -0.8377 0.0 0.0 0.3 -0.662
C 3.8894 -2.9423 -0.2304 0.1 -0.1 -0.1 -1.214
C 2.7835 -3.0966 0.5865 0.1 0.2 0.2 -0.969
C 1.8968 -2.0446 0.7445 0.4 0.1 -0.1 -0.278
C 2.0907 -0.8002 0.1214 -2.4 -0.5 -0.3 1.084
H 5.7883 3.0137 0.2192 0.0 -0.1 0.0 0.508
H 4.7355 2.2409 1.3927 0.0 -0.2 -0.1 0.381
H 4.0319 3.1180 0.0124 0.0 -0.1 0.0 0.380
H 6.9125 1.1566 -0.0363 0.0 0.1 0.0 0.386
H 6.4016 0.2579 -1.4748 -0.2 0.0 -0.1 0.334
H 6.0422 -0.3676 0.1362 -0.2 0.0 0.0 0.449
H 3.9255 0.6539 -2.1700 0.2 0.2 0.1 0.374
H 2.8900 1.4513 -0.9642 0.2 0.0 0.0 0.395
H 4.9626 -1.6198 -1.5113 0.1 0.0 0.1 0.715
H 4.5898 -3.7533 -0.3636 0.0 -0.1 -0.2 0.462
H 2.5989 -4.0347 1.0880 0.0 -0.1 0.0 0.535
H 1.0379 -2.2010 1.3853 -0.1 0.0 -0.2 0.383
C -1.5965 4.7066 -0.1681 -0.2 -0.2 0.1 -1.130
As -2.6127 3.0601 -0.0071 -0.3 0.2 -0.3 0.480
C -3.8557 3.2197 1.4695 0.2 0.1 -0.1 -1.088
C -3.6974 2.8983 -1.6065 0.1 0.1 0.1 -1.061
O -1.6047 1.7404 0.1430 0.5 -0.7 0.0 -1.095
H -2.2857 5.5006 -0.4494 0.0 0.1 0.0 0.503
H -0.8402 4.6021 -0.9458 -0.1 -0.1 0.0 0.379
H -1.1191 4.9688 0.7744 -0.1 -0.1 0.0 0.330
H -4.5292 4.0434 1.2307 0.0 0.0 0.0 0.489
H -3.3469 3.4414 2.4063 0.1 0.0 -0.1 0.373
H -4.4442 2.3084 1.5741 0.1 0.0 -0.1 0.330
H -4.6462 3.3972 -1.4191 -0.1 0.0 0.0 0.469
H -3.8845 1.8516 -1.8441 0.1 0.0 0.1 0.245
H -3.2095 3.3842 -2.4501 0.0 0.0 0.0 0.447



110
Properties=species:S:1:pos:R:3:forces:R:3:mulliken_charge:R:1 method="wB97M-V/def2-TZVPD" homo_ev=-0.89 homo_lumo_gap_ev=4.5137 lumo_ev=3.6256 total_charge=-2
Rb 0.0339 0.7132 0.5684 -0.7 1.0 0.0 1.799
C -2.5821 2.3506 4.2726 0.0 0.0 0.0 -1.880
C -1.9482 3.3387 3.3381 0.0 0.0 0.0 1.635
C -2.5783 4.5464 3.0805 0.0 0.0 0.0 -0.703
C -2.0635 5.4517 2.1630 0.0 0.0 0.0 -0.851
C -0.9010 5.1220 1.4858 0.1 0.0 0.0 -0.816
C -0.2235 3.9318 1.7270 0.0 0.0 0.1 1.759
C 1.0717 3.6634 0.9882 -0.2 0.0 0.1 -1.522
C -0.7290 3.0232 2.6894 0.3 0.1 0.2 -0.354
N -0.0919 1.8047 2.8882 -0.2 0.3 0.6 0.273
C 0.2249 1.3748 4.0969 0.1 0.0 -0.1 -0.819
O 0.2464 2.0115 5.1677 -0.1 0.0 0.1 -0.772
C 0.5767 -0.1201 4.1859 0.0 0.0 0.1 0.471
C 0.2434 -0.7354 5.3873 0.0 -0.1 0.0 -0.797
C 0.5008 -2.0898 5.5458 0.0 0.1 0.0 -0.560
C 1.1370 -2.7650 4.5246 0.0 0.1 0.0 -1.246
C 1.4516 -2.0734 3.3530 0.1 -0.3 0.0 0.459
N 1.1482 -0.7921 3.1700 -0.2 0.4 -0.1 0.580
C 2.2238 -2.8676 2.2988 0.0 0.1 0.1 0.046
O 3.2169 -3.4998 2.7287 -0.4 -0.2 0.3 -0.826
N 1.7167 -2.8400 1.0818 -0.1 -0.2 0.3 0.186
C 2.3401 -3.6085 0.0947 0.0 0.0 -0.1 0.630
C 3.6745 -3.4013 -0.2996 0.4 0.1 0.0 0.948
C 4.5515 -2.4290 0.4342 0.1 -0.1 -0.2 -1.039
C 4.1874 -4.0822 -1.3969 0.0 -0.1 0.0 -0.770
C 3.4265 -4.9887 -2.1207 0.0 0.0 0.1 -1.020
C 2.1318 -5.2401 -1.6979 0.1 -0.1 0.0 -0.611
C 1.5930 -4.5837 -0.5961 0.0 -0.1 -0.1 1.108
C 0.2123 -4.9732 -0.1396 0.0 -0.2 0.0 -2.101
H -3.6238 2.6190 4.4660 0.0 0.0 0.0 0.442
H -2.0360 2.2984 5.2162 0.0 0.0 0.0 0.364
H -2.5504 1.3463 3.8396 0.0 0.0 0.0 0.214
H -3.5068 4.7687 3.5994 0.0 0.0 0.0 0.376
H -2.5674 6.3929 1.9691 0.0 0.0 0.0 0.401
H -0.4872 5.8117 0.7560 0.0 0.0 0.0 0.350
H 1.6195 4.5964 0.8462 0.0 0.0 0.0 0.537
H 0.9074 3.2451 -0.0139 0.0 0.1 0.0 0.119
H 1.6981 2.9731 1.5526 0.1 0.0 0.0 0.131
H -0.1980 -0.1285 6.1644 0.0 0.0 0.0 0.483
H 0.2305 -2.6017 6.4642 0.0 0.0 0.0 0.380
H 1.4268 -3.8022 4.6049 0.0 0.0 0.0 0.474
H 4.1978 -1.4046 0.2936 0.3 -1.0 -0.1 -0.167
H 5.5744 -2.4851 0.0574 0.1 0.0 -0.1 0.455
H 4.5447 -2.6393 1.5058 0.1 0.0 -0.2 0.254
H 5.2138 -3.8830 -1.6901 0.0 0.0 0.0 0.314
H 3.8399 -5.4966 -2.9846 0.0 0.0 0.0 0.306
H 1.5225 -5.9762 -2.2144 0.0 0.0 0.0 0.306
H -0.5680 -4.5201 -0.7601 0.0 -0.1 0.1 0.332
H 0.0453 -4.6596 0.8855 0.0 0.0 0.0 0.192
H 0.0894 -6.0573 -0.2022 0.0 0.0 0.0 0.508
C -4.1761 -1.4432 0.2071 0.0 0.0 0.0 -1.603
P -2.3993 -1.2941 0.6728 -0.2 -0.3 -0.1 0.792
C -2.0964 -2.9574 1.3719 -0.1 0.0 0.0 -0.918
C -1.6971 -1.4937 -1.0333 0.1 -0.1 0.1 -1.119
C -0.1750 -1.7496 -1.1045 -0.3 0.1 -0.3 3.978
P 0.4943 -1.1550 -2.7271 -0.1 -0.5 0.0 2.495
C -0.2267 -2.7300 -3.5816 0.1 0.1 0.0 -2.322
C 2.1935 -1.7837 -3.0394 0.0 0.1 0.0 -1.523
H -4.8020 -1.4414 1.1008 0.0 0.0 0.0 0.447
H -4.3624 -2.3608 -0.3579 0.0 0.0 0.0 0.407
H -4.4575 -0.5872 -0.4081 0.0 0.0 0.0 0.378
H -2.4386 -3.7582 0.7103 0.0 0.0 0.0 0.320
H -2.5981 -3.0445 2.3372 0.0 0.0 0.0 0.605
H -1.0240 -3.0626 1.5393 0.0 0.0 0.0 -0.297
H -1.9496 -0.5671 -1.5634 0.0 0.0 0.0 0.122
H -2.2354 -2.3043 -1.5351 0.0 0.0 0.0 0.579
H 0.0530 -2.8125 -1.0426 -0.1 0.4 0.0 -1.850
H 0.3291 -1.2980 -0.2651 0.2 -0.7 -0.4 -1.254
H 0.2083 -3.6128 -3.1087 0.0 0.0 0.0 0.444
H 0.0444 -2.7448 -4.6413 0.0 0.0 0.0 0.470
H -1.3113 -2.8171 -3.5105 0.0 0.0 0.0 0.451
H 2.2276 -2.8723 -3.0286 0.0 0.1 0.0 0.351
H 2.9134 -1.3941 -2.3238 0.0 0.0 0.0 0.169
H 2.4694 -1.4215 -4.0333 0.0 0.0 0.0 0.428
C 4.7846 1.3239 0.1777 0.0 0.0 0.1 -0.911
C 3.8462 0.4385 0.6790 -0.2 0.7 0.1 -0.871
C 2.7004 0.1264 -0.0408 0.0 0.2 -0.3 1.388
C 2.4377 0.7130 -1.2894 0.0 0.1 -0.1 0.137
C 3.4132 1.5997 -1.7895 0.0 0.1 0.0 -0.386
C 4.5566 1.8923 -1.0734 0.0 0.0 -0.1 -0.797
N 1.2395 0.5141 -1.9842 0.3 0.1 0.2 0.571
N 0.8774 1.6958 -2.6789 -0.1 -0.1 -0.1 -1.000
C -0.0177 1.3785 -3.5747 0.0 0.0 0.0 -0.762
C -0.6342 2.3712 -4.4166 0.0 0.0 0.0 -0.335
C -1.6068 2.0195 -5.2977 -0.1 0.0 -0.1 -0.386
C -2.0332 0.6721 -5.4325 0.0 0.0 0.0 -1.126
C -1.4247 -0.2960 -4.6657 0.1 0.0 0.0 -0.536
C -0.4197 0.0070 -3.7312 0.1 0.0 0.0 0.224
H 5.6708 1.5717 0.7486 0.0 0.0 0.0 0.409
H 3.9772 -0.0163 1.6540 0.0 0.1 0.0 0.471
H 2.0048 -0.5598 0.4212 0.5 -0.4 -0.2 -1.613
H 3.2203 2.0705 -2.7428 0.0 0.0 0.0 0.460
H 5.2806 2.5829 -1.4932 0.0 0.0 0.0 0.323
H -0.3014 3.3983 -4.3170 0.0 0.0 0.0 0.404
H -2.0651 2.7857 -5.9170 0.0 0.0 0.0 0.321
H -2.8191 0.4090 -6.1294 0.0 0.0 0.0 0.403
H -1.7490 -1.3179 -4.7960 0.0 0.0 0.0 0.265
N -4.7957 5.4355 -0.6360 0.0 0.0 0.0 -0.646
C -3.9981 4.2919 -0.5722 0.0 0.0 0.0 1.088
C -4.2595 3.2889 0.3554 0.0 0.0 0.0 -0.938
C -3.4235 2.1918 0.3987 0.0 0.0 0.1 -0.339
N -2.3831 2.0118 -0.4129 -0.1 0.1 0.0 0.275
C -2.1473 2.9714 -1.3099 0.0 -0.1 -0.1 -0.227
C -2.9242 4.1086 -1.4349 0.0 0.0 0.0 -1.023
H -5.2250 5.6738 0.2454 0.0 0.0 0.0 0.252
H -4.3263 6.2309 -1.0415 0.0 0.0 0.0 0.243
H -5.0663 3.3888 1.0708 0.0 0.0 0.0 0.244
H -3.5772 1.4221 1.1486 0.0 0.0 0.0 0.366
H -1.2897 2.8154 -1.9555 0.0 0.0 0.0 0.161
H -2.6703 4.8553 -2.1773 0.0 0.0 0.0 0.368



112
Properties=species:S:1:pos:R:3:forces:R:3:mulliken_charge:R:1 method="wB97M-V/def2-TZVPD" homo_ev="-12.28 / -12.28" homo_lumo_gap_ev="5.1563 / 5.1570" lumo_ev="-7.1285 / -7.1279" total_charge=+2
W 0.5309 0.0787 0.5529 0.5 0.3 0.1 0.247
C -1.1612 -1.2170 4.2455 0.0 0.0 -0.1 -0.694
C -2.1789 -1.7656 3.2501 0.0 0.0 0.0 -1.038
C -1.9342 -1.3857 1.7792 -0.2 0.0 0.0 -0.287
N -1.2893 -0.0803 1.5781 0.1 -0.1 0.0 1.113
C -1.9622 1.0193 1.9073 -0.2 -0.1 0.0 0.123
C -3.2694 0.9803 2.4439 0.1 0.1 0.0 -0.414
C -3.9943 1.9703 3.0574 0.0 0.0 0.0 -0.936
C -3.6358 3.2946 3.3255 0.0 0.0 0.0 -0.782
C -2.5330 3.9555 2.8443 0.0 0.0 -0.1 -0.895
C -1.5423 3.4950 1.9750 0.0 0.0 0.1 0.112
C -1.2856 2.2129 1.5124 0.0 0.2 0.0 1.031
N -0.2505 1.9367 0.6624 0.1 -0.3 0.0 0.760
C 0.3232 3.0790 -0.0589 -0.1 0.0 -0.1 -1.569
C 1.5930 3.5410 0.5997 -0.1 0.0 0.1 -1.400
C 2.6618 2.4757 0.4907 -0.1 0.1 0.3 -0.166
N 2.2605 1.2045 1.1368 0.1 -0.1 -0.6 -0.021
C 3.0832 0.7120 2.0805 0.1 0.1 0.0 0.936
C 4.4114 1.1656 2.2346 0.0 0.0 0.0 -0.612
C 5.3582 0.9539 3.2131 0.0 0.0 0.0 -0.793
C 5.2978 0.1471 4.3389 0.0 0.0 0.0 -0.588
C 4.2824 -0.7388 4.6171 0.0 0.0 0.0 -0.813
C 3.1127 -1.0014 3.9124 0.0 0.0 0.0 -0.447
C 2.5243 -0.3979 2.7951 0.0 -0.1 0.2 0.837
N 1.3516 -0.8434 2.2666 0.0 0.0 -0.3 0.906
C 0.8342 -2.0932 2.8709 0.1 0.0 0.1 -1.459
C 0.1562 -1.9799 4.2408 0.0 0.1 0.0 -1.127
H -1.5825 -1.2605 5.2505 0.0 0.0 0.0 0.425
H -0.9701 -0.1588 4.0468 0.0 0.0 0.0 0.312
H -3.1743 -1.4433 3.5533 0.0 0.0 0.0 0.512
H -2.1952 -2.8585 3.2989 0.0 0.0 0.0 0.574
H -2.8666 -1.3833 1.2090 0.0 0.0 0.0 0.286
H -1.3136 -2.1089 1.2806 0.0 -0.2 -0.1 -0.978
H -3.7666 0.0294 2.3570 0.0 0.0 0.0 0.645
H -4.9749 1.6676 3.4064 0.0 0.0 0.0 0.496
H -4.3180 3.8664 3.9417 0.0 0.0 0.0 0.440
H -2.4340 4.9946 3.1349 0.0 0.0 0.0 0.432
H -0.8424 4.2570 1.6650 0.0 0.0 0.1 0.462
H -0.4294 3.8610 -0.1192 0.0 0.0 -0.1 0.870
H 0.5208 2.7609 -1.0828 0.0 0.0 0.0 0.269
H 1.4174 3.7816 1.6523 0.0 0.0 0.0 0.388
H 1.9583 4.4448 0.1087 0.0 0.0 0.0 0.452
H 3.5453 2.8775 0.9683 0.0 0.0 0.0 0.949
H 2.9081 2.3094 -0.5514 0.0 0.1 0.0 -0.243
H 4.7753 1.7929 1.4374 0.0 0.0 0.0 0.273
H 6.2857 1.4951 3.0662 0.0 0.0 0.0 0.430
H 6.1411 0.1705 5.0163 0.0 0.0 0.0 0.391
H 4.4179 -1.3536 5.4992 0.0 0.0 0.0 0.424
H 2.5539 -1.8082 4.3487 0.0 0.0 0.0 0.423
H 1.6676 -2.8008 2.9263 0.0 0.0 0.0 1.087
H 0.1342 -2.5373 2.1838 0.0 0.0 0.0 -0.063
H 0.8135 -1.5339 4.9858 0.0 0.0 0.0 0.547
H -0.0273 -3.0091 4.5645 0.0 0.0 0.0 0.459
Cl 4.0246 -1.3776 0.0576 0.0 0.0 0.0 -0.149
C 4.3673 -0.1556 -1.1251 0.0 -0.1 -0.1 0.828
C 5.7047 0.0404 -1.4253 0.1 0.1 0.0 -0.593
C 6.0643 0.9554 -2.4013 0.0 0.0 0.0 -0.664
C 5.0880 1.6617 -3.0819 0.0 0.0 0.0 -0.664
C 3.7537 1.4562 -2.7747 0.2 0.0 0.0 0.660
Cl 2.6010 2.4081 -3.6500 -0.1 0.0 0.1 -0.136
C 3.3490 0.5427 -1.7792 0.1 0.4 0.0 -1.589
S 1.5905 0.3817 -1.5961 -0.3 -0.6 0.2 0.550
H 6.4545 -0.5337 -0.8997 0.0 0.0 0.0 0.542
H 7.1079 1.1145 -2.6350 0.0 0.0 0.0 0.440
H 5.3489 2.3777 -3.8480 0.0 0.0 0.0 0.508
S -4.3935 -0.2082 -0.4345 -0.1 0.0 0.0 -0.403
P -3.0060 0.5131 -1.5890 0.2 0.0 0.1 1.109
S -1.0578 -0.2950 -1.3767 -0.1 -0.1 -0.1 -0.189
C -3.3016 0.1454 -3.3404 0.0 0.0 -0.1 0.693
C -2.4232 -0.5119 -4.1958 -0.1 0.1 0.0 0.087
C -2.7777 -0.7186 -5.5231 0.0 0.0 0.0 -0.615
C -3.9993 -0.2695 -5.9975 0.0 0.0 0.0 -0.570
C -4.8784 0.3863 -5.1454 0.0 0.0 0.0 -0.712
C -4.5350 0.5916 -3.8210 0.0 0.0 0.0 -0.709
C -2.9070 2.3224 -1.5747 0.0 0.1 0.0 0.554
C -2.0511 2.9667 -2.4682 0.0 0.0 0.0 -0.751
C -2.0744 4.3472 -2.5749 0.0 0.0 0.0 -0.715
C -2.9492 5.0908 -1.7884 0.0 0.0 0.0 -0.564
C -3.8111 4.4503 -0.9097 0.0 0.0 0.0 -0.634
C -3.7985 3.0645 -0.8086 0.1 0.0 0.1 -0.469
H -1.4656 -0.8599 -3.8392 0.0 0.0 0.0 -0.074
H -2.0946 -1.2319 -6.1871 0.0 0.0 0.0 0.452
H -4.2708 -0.4318 -7.0321 0.0 0.0 0.0 0.406
H -5.8347 0.7338 -5.5124 0.0 0.0 0.0 0.419
H -5.2300 1.0901 -3.1557 0.0 0.0 0.0 0.410
H -1.3912 2.3819 -3.1006 0.0 0.0 0.0 0.456
H -1.4250 4.8462 -3.2828 0.0 0.0 0.0 0.464
H -2.9760 6.1685 -1.8829 0.0 0.0 0.0 0.435
H -4.5137 5.0271 -0.3227 0.0 0.0 0.0 0.499
H -4.4910 2.5480 -0.1554 0.0 0.0 0.0 0.468
C 0.1678 -2.9910 -3.4398 0.0 0.0 0.0 -0.679
C 1.3270 -3.8560 -2.9599 0.0 -0.1 0.0 -1.089
C 2.1265 -3.2587 -1.8088 -0.1 0.1 -0.1 -0.032
S 1.5056 -3.2236 -0.1103 0.2 -0.1 0.1 0.785
O 0.4924 -2.0642 0.0249 -0.4 0.3 -0.1 -1.159
C 0.6097 -4.7729 0.0274 -0.1 0.0 0.1 -1.238
C -0.7083 -5.0653 -0.7026 0.0 0.0 0.0 -0.229
C -1.9689 -4.6495 0.0408 0.0 -0.1 0.1 -1.098
H -0.4722 -3.5430 -4.1276 0.0 0.0 0.0 0.363
H 0.5438 -2.1124 -3.9681 0.0 0.0 0.0 0.436
H -0.4484 -2.6281 -2.6175 0.0 -0.1 0.0 0.037
H 2.0463 -3.9769 -3.7729 0.0 0.0 0.0 0.541
H 0.9996 -4.8667 -2.7108 0.1 0.0 0.0 0.350
H 2.3546 -2.2079 -1.9939 0.1 0.0 -0.1 -0.281
H 3.0793 -3.7770 -1.6743 0.0 0.0 0.0 0.671
H 0.4979 -4.9024 1.1072 0.0 -0.1 0.0 0.521
H 1.4014 -5.4668 -0.2797 0.0 0.0 0.0 0.706
H -0.7192 -6.1478 -0.8446 0.0 0.0 0.0 0.410
H -0.7180 -4.6270 -1.6948 0.0 0.0 0.0 0.027
H -1.9488 -4.9819 1.0818 0.0 0.0 0.0 0.304
H -2.8446 -5.0958 -0.4285 0.0 0.0 0.0 0.507
H -2.1104 -3.5754 0.0090 0.0 0.2 0.0 0.080



The records above give, respectively, ΔE to the lowest compared entry with this formula, charge and spin values of 52.54, 19.74, 13.58 kcal per mole.